{"formula": "C19H26F5N6O13P2TaTe", "method": "ωB97M-V/def2-TZVPD", "gap_ev": 7.769, "total_charge": 0, "max_force_ev_per_a": 0.48, "species": ["Ta", "N", "C", "C", "O", "N", "C", "C", "O", "O", "H", "H", "H", "H", "H", "H", "N", "C", "C", "P", "O", "O", "O", "P", "O", "O", "O", "H", "H", "H", "H", "H", "H", "H", "H", "N", "C", "N", "C", "C", "O", "C", "C", "H", "H", "H", "H", "H", "H", "H", "H", "O", "C", "N", "C", "O", "C", "C", "C", "C", "C", "C", "H", "H", "H", "H", "F", "Te", "F", "F", "F", "F", "O"], "coordinates": [[0.722088, -0.138363, -0.416769], [2.483388, 0.762315, -1.667735], [2.148575, 0.727016, -3.103387], [1.593055, -0.660698, -3.359812], [1.843048, -1.272425, -4.381587], [0.899089, -1.133050, -2.290711], [1.032709, -2.559060, -2.062110], [2.065030, -2.692520, -0.938785], [2.596999, -3.722184, -0.615974], [2.290302, -1.520372, -0.342248], [3.295971, 0.184612, -1.469081], [2.677726, 1.707211, -1.360873], [1.404203, 1.493561, -3.307461], [3.019011, 0.881302, -3.738063], [0.096119, -3.021250, -1.744023], [1.384389, -3.067795, -2.957826], [-2.816150, -1.738392, 1.045244], [-3.234495, -0.404647, 1.642888], [-4.040981, -0.710573, 2.911877], [-1.709131, 0.573956, 2.136357], [-2.276373, 2.058317, 2.295015], [-1.224814, -0.044781, 3.388043], [-0.787531, 0.701127, 0.953772], [-4.340872, 0.490889, 0.492776], [-5.310137, -0.716105, 0.084186], [-4.975079, 1.628149, 1.148366], [-3.528290, 0.844748, -0.807691], [-3.157931, -2.492036, 1.638988], [-1.782009, -1.839009, 0.930464], [-3.203813, -1.885443, 0.104972], [-3.404382, -1.227122, 3.630148], [-4.923315, -1.309713, 2.674238], [-4.393584, 0.211855, 3.368393], [-3.035127, 2.146183, 2.884611], [-5.632112, -0.696849, -0.826857], [1.722279, 1.560607, 0.691862], [1.433237, 2.436189, 1.392887], [1.097473, 3.371244, 2.220448], [1.357756, 4.788170, 1.941935], [2.413669, 5.278270, 2.921149], [2.017452, 5.029112, 4.254393], [1.856966, 3.638712, 4.504664], [0.767489, 3.060656, 3.623425], [0.424007, 5.335683, 2.081300], [1.683211, 4.899376, 0.909057], [2.549728, 6.354485, 2.824591], [3.369442, 4.779301, 2.711936], [1.590126, 3.537373, 5.554940], [2.797542, 3.105907, 4.322556], [-0.195112, 3.528494, 3.836467], [0.676288, 1.984105, 3.742912], [2.459671, 0.379305, 3.475768], [1.848013, -0.573916, 3.065943], [1.299496, -0.725289, 1.787588], [0.606333, -1.833823, 1.751938], [-0.069061, -2.046335, 0.691958], [0.705345, -2.613543, 2.999866], [0.208674, -3.831836, 3.400439], [0.508829, -4.239599, 4.700895], [1.275351, -3.443483, 5.541936], [1.778117, -2.211556, 5.116809], [1.479466, -1.820235, 3.835112], [-0.370070, -4.458196, 2.733959], [0.146160, -5.193986, 5.058913], [1.491077, -3.790052, 6.544056], [2.379841, -1.589970, 5.766184], [-4.082530, 0.214592, -3.222597], [-2.561412, -0.101535, -2.200853], [-1.982160, 1.537243, -2.792547], [-1.853875, -0.905002, -3.701288], [-3.506385, -1.698466, -1.768274], [0.133690, 1.423616, -1.374947], [-1.296067, -0.698191, -1.052368]], "atomic_forces_ev_per_a": [[0.0464, 0.4704, -0.0600], [-0.0275, -0.0141, 0.0368], [0.0060, 0.0065, -0.0074], [0.0094, 0.0141, 0.0069], [-0.0031, -0.0032, -0.0028], [-0.0457, 0.0222, 0.0150], [-0.0076, -0.0146, -0.0075], [-0.0038, -0.0071, -0.0013], [0.0133, 0.0028, -0.0089], [-0.0206, -0.0498, -0.0099], [-0.0040, -0.0057, 0.0019], [0.0076, 0.0010, -0.0022], [-0.0013, -0.0012, 0.0007], [-0.0035, 0.0004, -0.0022], [0.0018, 0.0047, 0.0039], [-0.0053, 0.0011, -0.0022], [0.0872, -0.0100, -0.0263], [-0.0177, 0.0039, 0.0146], [-0.0355, -0.0114, -0.0157], [-0.0005, 0.0976, 0.0367], [0.0277, -0.0240, 0.0579], [0.0180, -0.0277, -0.0253], [0.0530, -0.1643, -0.1274], [0.0548, -0.0348, -0.0550], [0.0011, 0.0250, 0.0036], [0.0011, 0.0326, 0.0267], [-0.0315, 0.0092, 0.0179], [0.0557, -0.0044, 0.0311], [-0.0102, 0.0131, 0.0071], [-0.0410, 0.0108, 0.0042], [0.0032, 0.0026, 0.0025], [0.0037, -0.0016, 0.0021], [-0.0002, 0.0001, 0.0059], [-0.0393, 0.0292, -0.0405], [0.0020, -0.0034, 0.0000], [0.1432, -0.0048, -0.0120], [0.0133, -0.0228, 0.0550], [-0.0125, -0.0061, -0.0302], [-0.0062, -0.0047, -0.0018], [-0.0049, -0.0032, 0.0032], [0.0021, 0.0010, 0.0017], [-0.0099, -0.0007, -0.0094], [0.0007, 0.0019, 0.0182], [-0.0019, -0.0014, 0.0001], [0.0009, -0.0003, 0.0008], [-0.0004, 0.0006, -0.0004], [0.0001, 0.0001, -0.0014], [-0.0007, 0.0008, 0.0009], [0.0023, -0.0015, -0.0006], [-0.0008, 0.0001, -0.0002], [0.0006, -0.0031, 0.0003], [0.0227, 0.0090, 0.0132], [-0.0349, -0.0136, -0.0308], [-0.0412, 0.0428, 0.0779], [-0.0782, -0.0334, -0.0494], [-0.0579, -0.0203, 0.0303], [-0.0012, 0.0036, 0.0074], [0.0026, 0.0007, 0.0037], [0.0006, -0.0025, 0.0027], [0.0006, 0.0023, 0.0046], [0.0018, -0.0068, -0.0003], [0.0161, -0.0126, 0.0027], [-0.0008, 0.0009, -0.0002], [0.0014, -0.0006, 0.0009], [-0.0003, 0.0002, 0.0014], [-0.0001, 0.0002, 0.0003], [0.0035, -0.0087, 0.0106], [-0.0213, -0.2129, 0.0261], [0.0726, 0.0091, 0.0065], [-0.0533, -0.0308, -0.0066], [-0.0185, 0.0075, -0.0393], [0.0413, -0.0552, 0.1072], [-0.0750, -0.0049, -0.0735]], "lowdin_charge": [2.006, -0.065, -0.117, -0.524, 0.066, -0.145, -0.111, -0.574, 0.098, -0.222, 0.115, 0.087, 0.118, 0.127, 0.119, 0.130, 0.199, -0.467, -0.078, 0.348, -0.108, -0.244, -0.399, 0.404, -0.114, -0.223, -0.396, 0.163, 0.095, 0.101, 0.086, 0.092, 0.088, 0.084, 0.096, 0.099, -0.181, -0.037, -0.086, -0.186, -0.121, -0.168, -0.091, 0.137, 0.136, 0.130, 0.132, 0.134, 0.129, 0.134, 0.108, 0.111, -0.361, 0.043, -0.425, -0.106, -0.082, 0.008, -0.062, -0.056, 0.014, -0.076, 0.119, 0.106, 0.107, 0.123, -0.340, 1.836, -0.321, -0.322, -0.368, -0.407, -0.646]}